Record 1
The following is a quantum chemistry calculation of a cluster of 14 separate species, C31H87N29O16PSi in total in a non-equilibrium geometry, from the Open Molecules 2025 dataset.

CARTESIAN COORDINATES (ANGSTROEM)
1 C 6.2848 -2.5471 2.6429
2 C 7.3330 -2.1872 1.5888
3 C 6.6220 -1.5191 0.3981
4 C 6.2366 -0.0659 0.7170
5 C 6.0556 0.7878 -0.5741
6 C 4.6365 1.3364 -0.6776
7 C 3.5818 0.2707 -0.5008
8 C 2.6583 0.4331 0.5104
9 N 1.6847 -0.4455 0.7742
10 Si 0.5624 -0.0304 2.1986
11 C 1.1850 1.4970 3.0859
12 C 0.5982 -1.4318 3.4333
13 C -1.1462 0.3754 1.6004
14 C 1.5521 -1.5752 0.0313
15 C 0.4516 -2.5354 0.3324
16 C -0.8822 -2.2055 -0.3973
17 O -0.8333 -2.6476 -1.7560
18 C -2.0357 -2.8847 0.3231
19 N -1.8312 -4.3299 0.5235
20 C 2.4636 -1.8112 -1.0136
21 P 2.4372 -3.3320 -2.0758
22 N 3.5440 -4.3142 -1.5806
23 C 3.4770 -0.8759 -1.2894
24 C 4.4214 -1.0772 -2.4453
25 O 5.1985 -1.9534 -2.4860
26 O 4.3756 -0.1785 -3.4419
27 H 6.6892 -3.0804 3.4972
28 H 5.8176 -1.6347 3.0061
29 H 5.5244 -3.1718 2.1741
30 H 7.8123 -3.0897 1.2186
31 H 8.0649 -1.4962 1.9960
32 H 5.7223 -2.0920 0.1953
33 H 7.3004 -1.5247 -0.4487
34 H 5.3028 -0.0471 1.2719
35 H 7.0295 0.3683 1.3173
36 H 6.3850 0.2457 -1.4515
37 H 6.7185 1.6460 -0.5002
38 H 4.4750 2.1220 0.0527
39 H 4.4516 1.8065 -1.6455
40 H 2.7402 1.3275 1.1035
41 H 0.7777 1.5149 4.0888
42 H 2.2691 1.4149 3.2129
43 H 1.0111 2.4216 2.5435
44 H 0.7965 -1.0972 4.4433
45 H 1.3598 -2.1446 3.1165
46 H -0.3377 -1.9816 3.3893
47 H -1.8769 -0.3844 1.8550
48 H -1.1371 0.5948 0.5349
49 H -1.4548 1.2997 2.0795
50 H 0.7414 -3.5190 -0.0022
51 H 0.2474 -2.6506 1.3922
52 H -1.0537 -1.1398 -0.4677
53 H -1.1356 -3.5605 -1.8021
54 H -2.9592 -2.7322 -0.2263
55 H -2.0946 -2.4258 1.3058
56 H -1.8363 -4.5983 1.4939
57 H -1.0208 -4.6941 0.0488
58 H 2.5961 -2.8938 -3.4064
59 H 1.1936 -3.9413 -1.9543
60 H 4.2548 -4.4985 -2.2752
61 H 3.5988 0.3945 -3.3735
62 C -2.4436 2.3630 -1.6672
63 O -1.6130 2.1197 -0.7875
64 N -3.1402 3.5079 -1.7229
65 N -2.7194 1.4534 -2.6585
66 H -3.8207 3.6947 -2.4348
67 H -3.0012 4.2148 -1.0210
68 H -2.2227 0.5840 -2.6443
69 H -3.3948 1.6209 -3.3796
70 C -1.5040 6.0195 0.7529
71 O -2.3863 5.8928 -0.0937
72 N -1.7703 6.1137 2.0738
73 N -0.1833 6.0795 0.4092
74 H -1.0670 6.2413 2.7803
75 H -2.7337 6.0787 2.3511
76 H 0.0446 6.0102 -0.5643
77 H 0.5505 6.1918 1.0814
78 C -6.1304 4.7929 -0.4318
79 O -5.5599 3.7446 -0.1799
80 N -5.4207 5.9654 -0.5135
81 N -7.4705 4.8974 -0.6485
82 H -5.8434 6.8503 -0.7262
83 H -4.4322 5.9168 -0.3248
84 H -8.0118 4.0556 -0.5982
85 H -7.9322 5.7661 -0.8576
86 C -0.1175 8.2008 5.2633
87 O -0.8312 7.8555 4.3321
88 N 1.1379 8.7060 5.0751
89 N -0.5231 8.1142 6.5623
90 H 1.7323 8.9987 5.8267
91 H 1.4625 8.7940 4.1312
92 H -1.4426 7.7534 6.7341
93 H 0.0448 8.3975 7.3376
94 C 1.6207 -5.1023 3.6735
95 O 0.6672 -5.0416 2.9074
96 N 1.4730 -5.2537 5.0214
97 N 2.9139 -5.0094 3.2410
98 H 2.2465 -5.2963 5.6579
99 H 0.5386 -5.3279 5.3773
100 H 3.0660 -4.9038 2.2547
101 H 3.7055 -5.0498 3.8559
102 C -4.8348 -7.1577 -0.7618
103 O -5.5102 -6.9262 0.2247
104 N -3.6731 -6.4692 -1.0246
105 N -5.1645 -8.1075 -1.6831
106 H -3.1018 -6.6461 -1.8282
107 H -3.3942 -5.7602 -0.3649
108 H -6.0060 -8.6298 -1.5286
109 H -4.6205 -8.2980 -2.5028
110 C -3.1137 6.8175 -4.1218
111 O -3.7811 6.6676 -5.1266
112 N -1.7762 7.1188 -4.1645
113 N -3.6379 6.6945 -2.8623
114 H -1.2151 7.2459 -3.3449
115 H -1.3571 7.2174 -5.0697
116 H -4.6128 6.4743 -2.7880
117 H -3.0945 6.8088 -2.0254
118 C 2.9736 1.3611 -7.4144
119 O 2.4889 2.1880 -8.1674
120 N 2.2134 0.4623 -6.7087
121 N 4.3170 1.2571 -7.2099
122 H 2.6072 -0.2242 -6.0947
123 H 1.2195 0.4953 -6.8332
124 H 4.9112 1.8932 -7.7085
125 H 4.7288 0.5800 -6.5961
126 C -10.8331 7.2529 -1.3982
127 O -9.7141 7.1490 -1.8756
128 N -11.0683 7.8814 -0.2071
129 N -11.9390 6.7498 -2.0205
130 H -11.9808 7.9759 0.1953
131 H -10.2783 8.2666 0.2743
132 H -11.8006 6.2858 -2.8984
133 H -12.8653 6.8273 -1.6472
134 C 7.7378 -4.7904 5.6810
135 O 7.4352 -3.6276 5.4757
136 N 8.8043 -5.3853 5.0620
137 N 7.0440 -5.5972 6.5412
138 H 9.0704 -6.3387 5.2163
139 H 9.3384 -4.8238 4.4263
140 H 6.2474 -5.1962 7.0108
141 H 7.2902 -6.5520 6.7179
142 C -6.9444 -7.0261 -5.0665
143 O -6.4669 -8.0770 -4.6784
144 N -7.9938 -6.9766 -5.9411
145 N -6.4729 -5.8080 -4.6543
146 H -8.4001 -6.1216 -6.2681
147 H -8.3653 -7.8508 -6.2615
148 H -5.7130 -5.8076 -4.0011
149 H -6.8577 -4.9355 -4.9608
150 C 4.2706 -5.2924 9.3891
151 O 4.1359 -4.5312 8.4443
152 N 3.2384 -6.0292 9.9003
153 N 5.4704 -5.4769 10.0176
154 H 3.3398 -6.6573 10.6742
155 H 2.3393 -5.9222 9.4714
156 H 6.2547 -4.9516 9.6774
157 H 5.5967 -6.1000 10.7919
158 C -1.4956 2.0990 -9.1336
159 O -2.4903 2.0804 -9.8329
160 N -1.5707 2.0130 -7.7598
161 N -0.2305 2.2134 -9.6254
162 H -0.7672 2.0501 -7.1644
163 H -2.4837 1.9359 -7.3545
164 H -0.1326 2.2989 -10.6191
165 H 0.5917 2.2120 -9.0438

The value obtained for the energy above the lowest of the compared OMol25 structures with the same formula, charge and spin is 0.000 eV. As for the spin multiplicity: 1. Its charge is +1. Its total energy is -4656.39632 Ha. As for the gap between HOMO and LUMO: 0.2521 Ha. The value obtained for the HOMO energy is -10.571 eV.

---

Record 2
The following is a quantum chemistry calculation of a cluster of 11 separate species, C31H88F3N7O11 in total in a non-equilibrium geometry, from the Open Molecules 2025 dataset.

CARTESIAN COORDINATES (ANGSTROEM)
1 N 12.3638 28.5111 -4.4121
2 H 13.3698 28.4177 -4.5189
3 H 12.1681 28.8311 -3.4664
4 H 11.9174 27.5576 -4.5430
5 H 11.9210 29.0871 -5.1296
6 C 10.2374 25.3691 -5.1016
7 O 8.9874 25.3206 -4.4097
8 O 10.8852 26.4477 -4.7204
9 C 11.0530 24.0765 -5.1316
10 F 11.3588 23.6394 -3.8964
11 F 10.3535 23.1292 -5.7809
12 F 12.2259 24.1918 -5.7583
13 C 8.0338 24.3150 -4.7066
14 C 6.6411 24.9051 -4.4546
15 H 6.1461 25.4341 -5.2651
16 H 5.9184 24.2090 -4.0191
17 H 6.7781 25.5585 -3.5869
18 H 8.2372 23.4772 -4.0399
19 H 7.9820 24.0422 -5.7646
20 H 9.9349 25.4825 -6.1727
21 C 4.6811 27.3243 -1.3496
22 O 5.4017 28.2508 -0.5426
23 H 3.7998 27.0087 -0.7867
24 H 4.3726 27.8064 -2.2762
25 H 5.2324 26.3900 -1.4937
26 H 5.7328 28.9674 -1.0869
27 C 7.8818 24.5082 -9.0414
28 O 7.6875 23.2769 -9.7223
29 H 6.9592 24.9988 -8.7417
30 H 8.3555 24.3365 -8.0610
31 H 8.5612 25.1248 -9.6301
32 H 8.5242 22.8542 -9.9293
33 C 8.0010 27.4062 -2.0923
34 O 8.8569 28.0878 -3.0240
35 H 8.1604 27.9864 -1.1806
36 H 6.9653 27.6161 -2.3472
37 H 8.2503 26.3550 -1.9941
38 H 9.3234 27.4095 -3.5422
39 C 5.2915 19.9856 -5.0653
40 C 5.9095 19.9588 -3.6741
41 C 7.0193 18.9712 -3.4933
42 O 6.5164 17.6887 -3.7902
43 C 7.3836 16.6559 -3.3857
44 N 6.4452 21.3184 -3.4041
45 H 4.7484 20.9178 -5.2207
46 H 4.7080 19.0987 -5.3137
47 H 6.1001 20.0065 -5.8042
48 H 5.1601 19.8337 -2.8892
49 H 7.4847 19.0019 -2.4985
50 H 7.8731 19.2137 -4.1533
51 H 7.2816 16.4618 -2.3123
52 H 8.4129 16.8639 -3.6928
53 H 7.0781 15.7301 -3.8758
54 H 5.7978 22.0068 -3.7597
55 H 7.3414 21.4152 -3.8685
56 C 6.8849 28.8972 -6.5229
57 C 8.2268 28.2407 -6.8664
58 C 8.6778 28.6859 -8.2451
59 O 7.6087 28.4841 -9.1820
60 C 7.9584 28.9890 -10.4394
61 N 9.2479 28.6985 -5.8897
62 H 6.4875 28.5761 -5.5609
63 H 6.1714 28.6420 -7.3063
64 H 7.0077 29.9838 -6.5577
65 H 8.0299 27.1664 -6.7560
66 H 9.4896 28.0470 -8.6099
67 H 8.8787 29.7583 -8.1974
68 H 7.1580 28.7415 -11.1372
69 H 8.8130 28.4391 -10.8741
70 H 8.2355 30.0468 -10.4608
71 H 8.7373 28.8343 -5.0208
72 H 9.8081 27.8768 -5.6970
73 C 10.8972 25.2354 -0.4761
74 C 12.3319 24.9420 -0.8862
75 C 12.6139 23.4542 -0.9637
76 O 12.7206 22.9433 0.3730
77 C 12.5197 21.5535 0.4847
78 N 12.6462 25.5849 -2.1786
79 H 10.2117 25.0437 -1.3081
80 H 10.7827 26.2630 -0.1414
81 H 10.6032 24.5125 0.2883
82 H 13.0099 25.3808 -0.1505
83 H 13.6316 23.2317 -1.3148
84 H 11.8329 22.9444 -1.5363
85 H 13.1726 21.0439 -0.2329
86 H 11.4621 21.3081 0.3349
87 H 12.7684 21.2542 1.5012
88 H 11.9806 25.5321 -2.9375
89 H 13.4745 25.0732 -2.4692
90 C 2.7700 24.2923 0.6013
91 C 2.0348 24.5449 -0.7133
92 C 2.6569 23.8274 -1.8860
93 O 1.9469 23.9311 -3.0973
94 C 2.8464 24.2883 -4.1458
95 N 0.6561 24.0268 -0.4683
96 H 2.5373 23.3004 0.9821
97 H 2.4848 25.0430 1.3364
98 H 3.8546 24.3366 0.4492
99 H 1.9498 25.6237 -0.8970
100 H 2.7306 22.7665 -1.6111
101 H 3.6780 24.2272 -1.9312
102 H 2.3391 24.1660 -5.0995
103 H 3.6669 23.5599 -4.1918
104 H 3.2193 25.2760 -3.8712
105 H 0.2254 23.9706 -1.3900
106 H 0.0834 24.6933 0.0371
107 C 14.8501 25.5601 -8.1988
108 C 15.1377 24.2424 -8.9080
109 C 14.7347 23.0346 -8.0888
110 O 15.5333 22.9578 -6.9398
111 C 15.3984 21.7792 -6.1805
112 N 14.4016 24.1791 -10.1793
113 H 15.3994 25.6335 -7.2506
114 H 13.8129 25.6008 -7.8538
115 H 15.1582 26.4291 -8.7800
116 H 16.2158 24.1109 -9.0160
117 H 14.8855 22.1400 -8.7178
118 H 13.6618 22.9237 -7.8529
119 H 14.3543 21.7195 -5.8386
120 H 16.0429 21.9130 -5.3175
121 H 15.5957 20.8631 -6.7456
122 H 13.4011 24.3041 -10.0735
123 H 14.7000 25.0088 -10.6853
124 C 3.8118 22.3593 -8.0992
125 C 4.8521 21.2382 -8.2526
126 C 5.0143 20.6961 -9.6545
127 O 3.7413 20.2864 -10.1295
128 C 3.6186 20.3479 -11.5437
129 N 6.1598 21.6730 -7.7802
130 H 3.8526 23.0503 -8.9476
131 H 3.9458 22.9193 -7.1731
132 H 2.8038 21.9376 -8.0941
133 H 4.4592 20.4288 -7.6284
134 H 5.6615 19.8133 -9.5782
135 H 5.4577 21.4182 -10.3491
136 H 2.5504 20.2774 -11.7510
137 H 4.1583 19.5055 -11.9785
138 H 3.9058 21.3458 -11.8868
139 H 6.1411 22.2562 -6.9506
140 H 6.6396 22.2825 -8.4486

As for the spin multiplicity: 1. Its total energy is -2744.20916 Ha. As for the gap between HOMO and LUMO: 0.3177 Ha. The value obtained for the HOMO energy is -8.791 eV.